# 1
This record from the OMol25 dataset describes a molecular structure, C30H25AsKN4O6S3. The level of theory is wB97M-V/def2-TZVPD.

LUMO energy   1.90 eV
ΔE to the lowest compared entry with this formula, charge and spin   70.1 kJ/mol
E_HOMO   -5.58 eV
Charge   -1
Gap between HOMO and LUMO   7.486 eV
F_max   1.69 eV/A

Last column: Löwdin charge in e.
CARTESIAN COORDINATES (ANGSTROEM)
1 K -0.183768 -1.444466 -0.923163  0.7271
2 N -0.860390 1.226307 3.464036  0.1190
3 C -2.088055 1.784596 3.854358  -0.2435
4 C -2.234487 2.346299 5.111129  -0.0340
5 C -3.445030 2.915519 5.488595  -0.1012
6 C -4.514964 2.901032 4.609840  -0.1039
7 C -4.366786 2.316049 3.357568  -0.1114
8 C -3.155607 1.770827 2.959821  -0.4610
9 S -2.985867 1.097536 1.343679  0.9919
10 N -1.510290 0.226439 1.401454  -0.1967
11 C -0.711609 0.386635 2.376574  -0.3661
12 C 0.524159 -0.471162 2.404022  -0.2255
13 C 0.866352 -1.186595 3.540660  -0.0169
14 C 1.904971 -2.103207 3.447493  -0.0564
15 C 2.544962 -2.271069 2.236515  -0.0366
16 C 2.140437 -1.494526 1.156856  -0.1257
17 N 1.169125 -0.590789 1.248070  0.0664
18 H -0.126744 1.192090 4.148858  0.1295
19 H -1.395700 2.347447 5.798062  0.1093
20 H -3.547788 3.362521 6.468593  0.0971
21 H -5.464711 3.335074 4.892240  0.0975
22 H -5.208952 2.291199 2.675406  0.1035
23 H 0.292391 -1.085697 4.453205  0.1113
24 H 2.173935 -2.708656 4.303616  0.1060
25 H 3.318046 -3.013424 2.096501  0.1106
26 H 2.569430 -1.635019 0.167578  0.0986
27 O -0.532133 -2.526944 -3.616052  -0.3120
28 As 1.033109 -3.312540 -3.169279  0.8505
29 O 1.877035 -3.742308 -4.503720  -0.5035
30 O 1.716704 -2.377855 -1.960764  -0.6270
31 C 0.345808 -5.026190 -2.410971  -0.1940
32 C 0.860740 -6.100281 -3.134100  -0.1093
33 C 0.519927 -7.417084 -2.840610  -0.0995
34 C -0.357373 -7.682346 -1.811279  -0.0997
35 C -0.889727 -6.628612 -1.077438  -0.0789
36 C -0.550194 -5.313767 -1.358414  -0.2381
37 S -1.317471 -4.084269 -0.294132  0.4338
38 O -2.279610 -4.785804 0.522512  -0.3285
39 O -1.933103 -3.124498 -1.228643  -0.4526
40 O -0.205799 -3.486754 0.440334  -0.4158
41 H -1.214975 -2.677954 -2.930186  -0.0215
42 H 1.527856 -5.871903 -3.955742  0.0793
43 H 0.937384 -8.224462 -3.431554  0.0930
44 H -0.643312 -8.699656 -1.570043  0.0933
45 H -1.589313 -6.821760 -0.276312  0.0984
46 N -0.510693 0.999440 -1.770060  -0.3870
47 S 0.653520 1.834957 -1.102163  0.9810
48 C 1.835499 2.329443 -2.341529  -0.3900
49 C 1.499620 3.153201 -3.409062  -0.0725
50 C 2.442740 3.409805 -4.386773  -0.0782
51 C 3.711800 2.844142 -4.299672  -0.0827
52 C 4.037948 2.018459 -3.238468  -0.0686
53 C 3.093434 1.755983 -2.251366  -0.0697
54 C 0.086393 3.446501 -0.571086  -0.3926
55 C -1.258799 3.752737 -0.591868  -0.0929
56 C -1.678948 4.978851 -0.082287  -0.0787
57 C -0.763913 5.869684 0.448913  -0.0931
58 C 0.590763 5.543416 0.478841  -0.0862
59 C 1.017466 4.329288 -0.026210  -0.0853
60 H -0.821692 1.461696 -2.625285  0.0038
61 H 0.509381 3.589302 -3.472650  0.1153
62 H 2.190091 4.045657 -5.225516  0.1025
63 H 4.440274 3.039525 -5.076247  0.1013
64 H 5.014576 1.556473 -3.181973  0.1066
65 H 3.320768 1.076416 -1.439633  0.1105
66 H -1.965672 3.027311 -0.970952  0.0854
67 H -2.732295 5.230119 -0.088432  0.1040
68 H -1.098666 6.816474 0.853270  0.0982
69 H 1.308921 6.234760 0.901417  0.1004
70 H 2.068869 4.066390 -0.006380  0.1120

Cartesian forces, eV/Å:
K -0.5 1.6 0.3
N -0.1 0.1 -0.1
C 0.2 -0.1 -0.1
C -0.1 0.0 0.1
C -0.1 0.0 0.0
C 0.1 0.0 0.0
C -0.1 0.0 0.0
C -0.2 0.1 0.2
S 0.4 -0.1 -0.3
N -0.4 0.2 0.3
C 0.3 -0.2 0.0
C -0.2 0.1 -0.1
C 0.0 0.0 0.0
C 0.0 0.0 0.1
C 0.0 0.0 -0.1
C 0.0 0.1 0.1
N 0.1 -0.1 0.1
H 0.0 0.0 0.0
H 0.0 0.0 0.0
H 0.0 0.0 0.0
H 0.0 0.0 0.0
H 0.0 0.0 0.0
H 0.0 0.0 0.0
H 0.0 0.0 0.0
H 0.0 0.0 0.0
H 0.0 0.0 0.0
O 0.4 0.0 0.0
As -0.4 -0.2 0.8
O -0.1 0.4 0.0
O 0.5 -0.6 -1.0
C 0.0 0.0 0.0
C -0.1 -0.1 0.1
C 0.1 0.1 -0.1
C -0.1 0.0 0.1
C 0.0 -0.1 0.0
C 0.1 0.0 -0.1
S 0.0 -0.4 -0.3
O 0.0 0.0 0.1
O -0.3 -0.4 0.0
O -0.1 -0.4 0.4
H 0.3 -0.3 -0.2
H 0.0 0.0 0.0
H 0.0 0.0 0.0
H 0.0 0.0 0.0
H 0.0 0.1 0.0
N 0.2 0.9 0.0
S -0.4 -0.7 -0.1
C 0.2 0.1 0.0
C 0.0 0.0 0.1
C 0.0 0.0 0.0
C 0.0 0.0 -0.1
C -0.1 0.0 0.1
C 0.1 0.0 -0.1
C 0.2 0.3 0.0
C 0.0 0.1 0.1
C -0.1 0.0 0.0
C 0.1 0.0 0.0
C -0.1 0.0 0.0
C -0.1 0.0 0.0
H -0.1 -0.1 0.0
H 0.0 0.0 0.0
H 0.0 0.0 0.0
H 0.0 0.0 0.0
H 0.0 0.0 0.0
H 0.0 0.0 0.0
H 0.0 -0.1 0.0
H 0.0 0.0 0.0
H 0.0 0.0 0.0
H 0.0 0.0 0.0
H 0.0 0.0 0.0

# 2
This record from the OMol25 dataset describes a molecular structure, C30H25BrF4IrN6P2. The level of theory is wB97M-V/def2-TZVPD.

LUMO energy   -10.14 eV
ΔE to the lowest compared entry with this formula, charge and spin   0.0 kJ/mol
E_HOMO   -17.07 eV
Charge   +3
Gap between HOMO and LUMO   6.925 eV
F_max   0.44 eV/A

Last column: Löwdin charge in e.
CARTESIAN COORDINATES (ANGSTROEM)
1 Ir -0.087378 0.399924 -0.340086  1.0319
2 C -5.254498 1.685197 1.020119  0.0244
3 N -3.979774 1.710234 0.290930  -0.0894
4 C -3.651169 2.610439 -0.679992  0.0121
5 C -2.385006 2.317183 -1.088262  -0.0696
6 N -1.950929 1.233170 -0.363924  -0.1253
7 C -2.933856 0.886578 0.474162  -0.4362
8 P -2.792232 -0.393604 1.759614  1.2243
9 C -1.254135 0.279275 2.485861  -0.4366
10 N -0.172702 0.623763 1.778672  -0.1220
11 C 0.762678 1.081962 2.668120  -0.0900
12 C 0.230413 1.015047 3.922420  0.0057
13 N -1.028167 0.506974 3.793367  -0.0945
14 C -1.960020 0.273584 4.903577  0.0229
15 C -1.967561 -1.617918 0.687548  -0.4111
16 N -0.929273 -1.374848 -0.124752  -0.1319
17 C -0.512571 -2.564594 -0.660304  -0.0838
18 C -1.329264 -3.538734 -0.175350  0.0183
19 N -2.224585 -2.936474 0.660429  -0.0867
20 C -3.282758 -3.635367 1.402667  0.0256
21 H -5.939467 2.366721 0.525238  0.1098
22 H -5.105054 2.013563 2.046129  0.1060
23 H -5.674033 0.682735 1.000152  0.0996
24 H -4.333852 3.376702 -1.005689  0.1512
25 H -1.782918 2.801852 -1.838428  0.1048
26 H 1.732523 1.443189 2.370137  0.1130
27 H 0.643688 1.286372 4.879059  0.1506
28 H -1.456861 0.537702 5.828487  0.1098
29 H -2.241338 -0.775915 4.941078  0.1013
30 H -2.842049 0.898980 4.789327  0.1025
31 H 0.305016 -2.641757 -1.353336  0.1146
32 H -1.344495 -4.598711 -0.363635  0.1527
33 H -3.291568 -4.671336 1.078152  0.1100
34 H -4.247901 -3.185486 1.185062  0.1018
35 H -3.078079 -3.598546 2.469979  0.1054
36 F 5.643091 -1.255759 -3.984008  0.2122
37 C 4.407482 -0.950599 -3.690650  -0.1045
38 C 3.489183 -0.691494 -4.701191  -0.1085
39 F 3.860150 -0.752150 -5.956148  0.2010
40 C 2.178425 -0.363901 -4.373921  -0.2007
41 F 1.330157 -0.105707 -5.359806  0.1472
42 C 1.743029 -0.299056 -3.055019  -0.2989
43 P 0.043424 0.207933 -2.666083  0.9643
44 C -1.112242 -0.985611 -3.349567  -0.3694
45 C -0.696299 -2.130329 -4.026137  -0.0735
46 C -1.637344 -3.030564 -4.505372  -0.0313
47 C -2.989851 -2.791610 -4.312726  -0.0290
48 C -3.410167 -1.650650 -3.636966  -0.0443
49 C -2.477241 -0.751899 -3.150441  -0.1053
50 C -0.140388 1.803364 -3.459135  -0.3963
51 C 0.699706 2.830131 -3.009842  -0.1034
52 C 0.583513 4.099746 -3.548054  -0.0387
53 C -0.370507 4.343533 -4.533065  -0.0219
54 C -1.198149 3.321784 -4.982189  -0.0280
55 C -1.090563 2.046174 -4.445475  -0.0666
56 C 2.698702 -0.544913 -2.073439  -0.4958
57 Br 2.265555 -0.356320 -0.219012  1.0002
58 C 4.007378 -0.868859 -2.358241  -0.2403
59 F 4.878004 -1.084465 -1.389962  0.1342
60 H 0.353575 -2.333902 -4.186366  0.1108
61 H -1.311773 -3.912424 -5.040222  0.1264
62 H -3.720526 -3.488866 -4.700447  0.1260
63 H -4.466809 -1.457154 -3.508199  0.1196
64 H -2.812586 0.146234 -2.643817  0.0923
65 H 1.468299 2.635842 -2.264269  0.1070
66 H 1.238295 4.893246 -3.215023  0.1244
67 H -0.458339 5.333452 -4.960332  0.1275
68 H -1.923104 3.514830 -5.761322  0.1264
69 H -1.730005 1.250103 -4.808783  0.1156

Cartesian forces, eV/Å:
Ir -0.4 0.2 0.0
C 0.0 0.0 0.0
N 0.0 0.0 0.0
C 0.0 0.0 0.0
C 0.0 0.0 0.0
N 0.1 0.2 -0.1
C 0.1 0.0 0.0
P 0.1 0.0 0.0
C 0.0 -0.1 -0.1
N -0.1 -0.1 0.1
C 0.0 0.0 0.0
C 0.1 0.0 0.0
N 0.0 0.0 0.0
C 0.0 0.0 0.0
C 0.1 0.1 0.1
N 0.3 -0.1 0.0
C -0.1 0.0 0.0
C 0.0 0.0 0.0
N 0.0 0.1 0.0
C 0.0 0.0 0.0
H 0.0 0.0 0.0
H 0.0 0.0 0.0
H 0.0 0.0 0.0
H 0.0 0.0 0.0
H 0.0 0.0 0.0
H 0.0 0.0 0.0
H 0.0 0.0 0.0
H 0.0 0.0 0.0
H 0.0 0.0 0.0
H 0.0 0.0 0.0
H 0.0 0.0 0.0
H 0.0 0.0 0.0
H 0.0 0.0 0.0
H 0.0 0.0 0.0
H 0.0 0.0 0.0
F 0.0 0.0 0.0
C 0.0 0.0 0.0
C 0.0 0.0 0.0
F 0.0 0.0 0.0
C 0.0 0.0 0.0
F 0.0 0.0 0.1
C 0.0 0.0 0.1
P 0.0 -0.1 0.0
C 0.0 0.0 0.0
C 0.0 0.0 0.0
C 0.0 0.0 0.0
C 0.0 0.0 0.0
C 0.0 0.0 0.0
C 0.0 0.0 0.0
C 0.0 0.0 0.1
C 0.0 0.0 0.0
C 0.0 0.0 0.0
C 0.0 0.0 0.0
C 0.0 0.0 0.0
C 0.0 0.0 -0.1
C -0.1 0.0 -0.1
Br 0.1 -0.1 0.0
C -0.1 0.0 0.0
F 0.0 0.0 0.0
H 0.1 0.0 0.0
H 0.0 0.0 0.0
H 0.0 0.0 0.0
H 0.0 0.0 0.0
H 0.0 0.0 0.0
H 0.0 0.0 0.0
H 0.0 0.0 0.0
H 0.0 0.0 0.0
H 0.0 0.0 0.0
H 0.0 0.0 0.0